Record 1
DFT (ωB97M-V/def2-TZVPD) results for a cluster of 2 separate species, C4H8O2 in total.

Positions of all 14 atoms, in Å:
C: -0.521 0.133 1.980
O: 0.292 0.714 0.978
C: 0.244 0.252 -0.295
C: 1.128 0.869 -1.142
C: -0.157 -1.220 -0.393
O: -0.653 -1.893 -1.257
H: -0.748 0.941 2.679
H: -1.466 -0.263 1.582
H: 0.022 -0.659 2.501
H: -0.957 0.315 -1.918
H: 0.919 1.258 -2.124
H: 2.067 1.182 -0.712
H: -0.428 0.083 -2.393
H: 0.257 -1.713 0.515

As for the total charge: 0. The value obtained for the HOMO energy is -8.70 eV. The value obtained for the energy relative to the best compared isomer or geometry (same formula, charge and spin) is 508.4 kJ/mol. The orbital gap is 8.8 eV. As for the spin multiplicity: 1. As for the SMILES: C=C(C=O)OC.[H][H]. The largest force on an atom is 1.0 eV Å⁻¹.

***

Record 2
DFT (ωB97M-V/def2-TZVPD) results for the molecule C4H8O2 at a distorted geometry.

Positions of all 14 atoms, in Å:
C: -2.120 0.629 -0.143
O: -1.033 -0.129 -0.630
C: -0.214 -0.528 0.435
C: 1.171 -0.893 0.096
C: 1.951 0.089 -0.636
O: 2.007 0.448 0.699
H: -2.776 0.032 0.511
H: -1.783 1.510 0.425
H: -2.691 0.958 -1.013
H: -0.737 -1.202 1.134
H: 0.322 0.355 0.933
H: 1.609 -1.780 0.525
H: 1.391 0.742 -1.297
H: 2.902 -0.232 -1.037

As for the total charge: 0. The value obtained for the HOMO energy is -9.26 eV. The value obtained for the energy relative to the best compared isomer or geometry (same formula, charge and spin) is 401.8 kJ/mol. The orbital gap is 10.3 eV. As for the spin multiplicity: 1. As for the SMILES: COC[C@H]1CO1. The largest force on an atom is 2.9 eV Å⁻¹.

***

Record 3
DFT (ωB97M-V/def2-TZVPD) results for the molecule C4H8O2 at a distorted geometry.

Positions of all 14 atoms, in Å:
C: 0.735 1.288 -0.198
C: 1.473 -0.004 0.260
O: 0.651 -1.260 0.293
C: -0.753 -1.177 0.411
C: -1.378 -0.062 -0.472
O: -0.760 1.195 -0.304
H: 0.846 2.104 0.530
H: 1.094 1.642 -1.177
H: 2.271 -0.289 -0.440
H: 1.913 0.107 1.264
H: -1.075 -1.038 1.462
H: -1.219 -2.097 0.015
H: -2.423 -0.019 -0.114
H: -1.376 -0.389 -1.531

As for the total charge: 0. The value obtained for the HOMO energy is -9.38 eV. The value obtained for the energy relative to the best compared isomer or geometry (same formula, charge and spin) is 227.3 kJ/mol. The orbital gap is 10.4 eV. As for the spin multiplicity: 1. As for the SMILES: C1COCCO1. The largest force on an atom is 1.7 eV Å⁻¹.

***

Record 4
DFT (ωB97M-V/def2-TZVPD) results for a cluster of 2 separate species, C4H8O2 in total.

Positions of all 14 atoms, in Å:
C: 1.811 0.226 -1.150
C: 0.374 -0.163 -1.263
O: -0.535 0.632 -1.143
C: -0.943 -0.803 0.861
O: -1.657 -1.638 0.361
C: -1.385 0.513 1.453
H: 2.063 0.383 -2.203
H: 1.935 1.164 -0.604
H: 2.460 -0.558 -0.749
H: 0.174 -1.227 -1.500
H: 0.145 -0.970 0.991
H: -0.532 1.190 1.580
H: -1.734 0.200 2.440
H: -2.176 1.050 0.926

As for the total charge: 0. The value obtained for the HOMO energy is -9.75 eV. The value obtained for the energy relative to the best compared isomer or geometry (same formula, charge and spin) is 180.1 kJ/mol. The orbital gap is 10.7 eV. As for the spin multiplicity: 1. As for the SMILES: CC=O.CC=O. The largest force on an atom is 0.8 eV Å⁻¹.

***

Record 5
DFT (ωB97M-V/def2-TZVPD) results for a cluster of 2 separate species, C4H8O2 in total.

Positions of all 14 atoms, in Å:
C: -0.298 2.237 1.669
C: 0.631 1.286 1.753
O: 0.895 -1.242 0.094
C: 0.095 -1.075 -0.798
O: -0.668 0.024 -0.903
C: -0.169 -2.045 -1.918
H: -0.449 0.600 -0.143
H: -1.250 2.152 2.188
H: -0.140 3.142 1.087
H: 1.585 1.365 1.236
H: 0.478 0.378 2.328
H: 0.399 -2.959 -1.746
H: 0.128 -1.596 -2.870
H: -1.238 -2.267 -1.977

As for the total charge: 0. The value obtained for the HOMO energy is -10.16 eV. The value obtained for the energy relative to the best compared isomer or geometry (same formula, charge and spin) is 88.3 kJ/mol. The orbital gap is 11.1 eV. As for the spin multiplicity: 1. As for the SMILES: CC(=O)O.C=C. The largest force on an atom is 0.5 eV Å⁻¹.

***

Record 6
DFT (ωB97M-V/def2-TZVPD) results for the molecule C4H8O2 at a distorted geometry.

Positions of all 14 atoms, in Å:
C: 1.778 0.609 -0.227
C: 0.872 -0.391 0.441
O: 0.309 0.228 1.570
C: -0.579 -0.268 0.389
C: -1.262 0.745 -0.517
O: -2.640 0.883 -0.263
H: 1.339 1.611 -0.182
H: 2.011 0.351 -1.258
H: 2.704 0.637 0.357
H: 1.298 -1.387 0.561
H: -0.962 -0.755 1.293
H: -1.080 0.516 -1.588
H: -0.805 1.722 -0.333
H: -2.986 -0.003 -0.104

As for the total charge: 0. The value obtained for the HOMO energy is -9.96 eV. The value obtained for the energy relative to the best compared isomer or geometry (same formula, charge and spin) is 342.3 kJ/mol. The orbital gap is 10.9 eV. As for the spin multiplicity: 1. As for the SMILES: C[C@H]1O[C@H]1CO. The largest force on an atom is 3.1 eV Å⁻¹.

***

Record 7
DFT (ωB97M-V/def2-TZVPD) results for a cluster of 2 separate species, C4H8O2 in total.

Positions of all 14 atoms, in Å:
C: 1.878 0.637 -1.225
O: 0.130 -2.094 -0.142
C: -0.860 -1.445 0.074
C: -1.002 -0.516 1.255
C: -1.389 0.872 0.810
O: -0.701 1.843 0.993
H: 2.070 -0.438 -1.259
H: 2.821 1.179 -1.141
H: 1.376 0.955 -2.142
H: -1.743 -1.504 -0.597
H: -0.076 -0.495 1.829
H: -1.813 -0.906 1.883
H: -2.365 0.952 0.287
H: 1.252 0.884 -0.363

As for the total charge: 0. The value obtained for the HOMO energy is -10.18 eV. The value obtained for the energy relative to the best compared isomer or geometry (same formula, charge and spin) is 159.1 kJ/mol. The orbital gap is 10.6 eV. As for the spin multiplicity: 1. As for the SMILES: O=CCC=O.C. The largest force on an atom is 0.5 eV Å⁻¹.

***

Record 8
DFT (ωB97M-V/def2-TZVPD) results for the molecule C4H8O2 at a distorted geometry.

Positions of all 14 atoms, in Å:
C: 1.462 -1.105 -0.191
C: 0.593 -0.151 -0.257
C: 0.960 1.236 0.249
C: -0.878 -0.596 -0.205
O: -1.457 -0.453 1.035
O: -1.590 0.187 -1.195
H: 1.088 -2.051 -0.340
H: 2.550 -0.805 -0.145
H: 0.664 2.016 -0.504
H: 1.957 1.368 0.448
H: 0.250 1.453 1.200
H: -1.027 -1.629 -0.438
H: -2.340 -0.206 1.035
H: -2.232 0.734 -0.692

As for the total charge: 0. The value obtained for the HOMO energy is -9.87 eV. The value obtained for the energy relative to the best compared isomer or geometry (same formula, charge and spin) is 242.6 kJ/mol. The orbital gap is 10.5 eV. As for the spin multiplicity: 1. As for the SMILES: C=C(C)C(O)O. The largest force on an atom is 5.4 eV Å⁻¹.

***

Record 9
DFT (ωB97M-V/def2-TZVPD) results for a cluster of 2 separate species, C4H8O2 in total.

Positions of all 14 atoms, in Å:
C: -0.724 -0.829 1.292
C: -1.306 0.161 0.613
O: -0.622 1.047 -0.177
C: 0.774 0.996 0.064
C: 1.242 -0.450 0.149
O: 0.614 -1.109 1.235
H: -1.276 -1.495 1.943
H: -0.908 -0.170 -2.403
H: -0.997 -0.050 -3.130
H: -2.374 0.343 0.635
H: 1.001 1.511 1.008
H: 1.259 1.522 -0.762
H: 2.320 -0.508 0.322
H: 0.998 -0.970 -0.788

As for the total charge: 0. The value obtained for the HOMO energy is -8.36 eV. The value obtained for the energy relative to the best compared isomer or geometry (same formula, charge and spin) is 274.6 kJ/mol. The orbital gap is 9.4 eV. As for the spin multiplicity: 1. As for the SMILES: C1=COCCO1.[H][H]. The largest force on an atom is 0.2 eV Å⁻¹.

***

Record 10
DFT (ωB97M-V/def2-TZVPD) results for a structure of composition C4H8O2 at a distorted geometry.

Positions of all 14 atoms, in Å:
C: -0.938 -0.075 -1.332
C: -0.107 0.616 0.354
O: 0.161 1.957 0.713
C: 0.011 -0.430 1.466
C: 1.006 -0.335 0.340
O: 0.873 -1.293 -0.669
H: -1.929 -0.221 -0.952
H: -0.768 -0.968 -2.012
H: -0.756 0.789 -1.954
H: -0.632 2.425 1.015
H: 0.440 -0.189 2.449
H: -0.711 -1.238 1.506
H: 2.036 -0.069 0.538
H: 1.316 -0.966 -1.462

As for the total charge: 0. The value obtained for the HOMO energy is -8.99 eV. The value obtained for the energy relative to the best compared isomer or geometry (same formula, charge and spin) is 497.3 kJ/mol. The orbital gap is 9.7 eV. As for the spin multiplicity: 1. The largest force on an atom is 2.2 eV Å⁻¹.

***

Record 11
DFT (ωB97M-V/def2-TZVPD) results for a structure of composition C4H8O2.

Positions of all 14 atoms, in Å:
C: -0.034 1.713 0.974
C: 0.525 0.191 -0.460
O: 1.678 -0.285 0.070
C: -0.606 -0.750 -0.131
C: -0.633 -1.877 -1.150
O: -1.649 -2.338 -1.612
H: 0.642 2.568 1.081
H: -1.078 2.031 0.911
H: 0.124 0.999 1.781
H: 0.289 1.374 -0.307
H: 2.418 0.153 -0.372
H: -1.575 -0.247 -0.157
H: -0.478 -1.219 0.861
H: 0.360 -2.279 -1.440

As for the total charge: 0. The value obtained for the HOMO energy is -8.15 eV. The value obtained for the energy relative to the best compared isomer or geometry (same formula, charge and spin) is 467.3 kJ/mol. The orbital gap is 8.8 eV. As for the spin multiplicity: 1. The largest force on an atom is 0.6 eV Å⁻¹.

***

Record 12
DFT (ωB97M-V/def2-TZVPD) results for the molecule C4H8O2 at a distorted geometry.

Positions of all 14 atoms, in Å:
C: -0.265 1.030 1.318
C: -0.002 0.252 -0.011
C: -1.003 -0.655 -0.825
O: -0.358 -1.871 -1.127
C: 1.329 0.322 -0.635
O: 1.121 -0.524 0.475
H: 0.212 0.501 2.173
H: -1.323 1.076 1.545
H: 0.198 2.022 1.323
H: -1.338 -0.270 -1.807
H: -1.909 -0.825 -0.233
H: 0.173 -2.067 -0.338
H: 1.962 1.201 -0.540
H: 1.537 -0.336 -1.472

As for the total charge: 0. The value obtained for the HOMO energy is -10.06 eV. The value obtained for the energy relative to the best compared isomer or geometry (same formula, charge and spin) is 275.5 kJ/mol. The orbital gap is 11.0 eV. As for the spin multiplicity: 1. As for the SMILES: C[C@@]1(CO)CO1. The largest force on an atom is 1.3 eV Å⁻¹.

***

Record 13
DFT (ωB97M-V/def2-TZVPD) results for the molecule C4H8O2S at a distorted geometry.

Positions of all 15 atoms, in Å:
C: 0.952 -0.395 2.241
C: 0.587 -1.396 1.119
C: -0.300 -0.008 -0.625
C: -0.857 1.339 -2.488
H: 0.576 -0.765 3.232
H: 2.014 -0.056 2.368
H: 0.415 0.537 2.002
H: 1.364 -2.195 0.892
H: -0.375 -1.787 1.274
H: -0.948 2.336 -2.008
H: -0.378 1.410 -3.450
H: -1.859 0.991 -2.621
O: 0.612 -0.856 -0.238
O: -0.003 0.468 -1.835
S: -1.799 0.378 0.136

As for the total charge: 0. The value obtained for the HOMO energy is -8.75 eV. The value obtained for the energy relative to the best compared isomer or geometry (same formula, charge and spin) is 138.8 kJ/mol. The orbital gap is 9.6 eV. As for the spin multiplicity: 1. As for the SMILES: CCOC(=S)OC. The largest force on an atom is 3.0 eV Å⁻¹.

***

Record 14
DFT (ωB97M-V/def2-TZVPD) results for the molecule C4H8O2S at a distorted geometry.

Positions of all 15 atoms, in Å:
C: 3.226 -0.160 -0.003
C: 1.911 0.590 -0.115
C: -0.461 -0.211 0.067
C: -0.850 1.280 0.129
H: 3.272 -0.590 0.981
H: 3.223 -0.985 -0.725
H: 4.086 0.527 -0.114
H: 1.774 1.424 0.600
H: 1.727 1.013 -1.102
H: -0.552 1.557 1.153
H: -0.220 1.861 -0.549
H: -2.645 0.717 0.176
O: 0.871 -0.411 0.083
O: -2.194 1.527 -0.134
S: -1.441 -1.465 -0.030

As for the total charge: 0. The value obtained for the HOMO energy is -9.14 eV. The value obtained for the energy relative to the best compared isomer or geometry (same formula, charge and spin) is 139.4 kJ/mol. The orbital gap is 9.7 eV. As for the spin multiplicity: 1. As for the SMILES: CCOC(=S)CO. The largest force on an atom is 2.6 eV Å⁻¹.

***

Record 15
DFT (ωB97M-V/def2-TZVPD) results for the molecule C4H8O2S at a distorted geometry.

Positions of all 15 atoms, in Å:
C: 0.367 -0.035 0.659
C: -0.626 -0.147 -0.559
C: 0.697 -1.372 1.423
C: -1.525 1.097 -0.725
O: 1.642 1.675 -1.017
O: 2.184 -0.731 -1.354
S: 1.283 0.283 -0.840
H: 0.135 0.765 1.173
H: -1.127 -1.154 -0.909
H: 0.798 -1.884 0.484
H: -0.278 -1.559 1.876
H: 1.709 -1.297 2.016
H: -1.098 1.984 -0.210
H: -2.467 0.965 -0.267
H: -1.695 1.410 -1.751

As for the total charge: 0. The value obtained for the HOMO energy is -9.34 eV. The value obtained for the energy relative to the best compared isomer or geometry (same formula, charge and spin) is 381.7 kJ/mol. The orbital gap is 9.9 eV. As for the spin multiplicity: 1. As for the SMILES: C[C@@H]1[C@@H](C)S1(=O)=O. The largest force on an atom is 5.4 eV Å⁻¹.

***

Record 16
DFT (ωB97M-V/def2-TZVPD) results for the molecule C4H8O3.

Positions of all 15 atoms, in Å:
C: -1.312 1.263 -1.708
O: -0.515 0.273 -1.073
C: -0.419 0.385 0.246
O: -0.828 1.320 0.897
C: 0.211 -0.880 0.785
C: 1.694 -0.977 0.426
O: -0.002 -1.028 2.168
H: -2.331 1.192 -1.322
H: -1.293 1.047 -2.777
H: -0.903 2.248 -1.492
H: -0.333 -1.652 0.251
H: 1.825 -0.951 -0.660
H: 2.064 -1.929 0.811
H: 2.256 -0.161 0.889
H: -0.113 -0.149 2.558

As for the total charge: 0. The value obtained for the HOMO energy is -10.55 eV. The value obtained for the energy relative to the best compared isomer or geometry (same formula, charge and spin) is 79.7 kJ/mol. The orbital gap is 11.4 eV. As for the spin multiplicity: 1. As for the SMILES: COC(=O)[C@@H](C)O. The largest force on an atom is 0.6 eV Å⁻¹.

***

Record 17
DFT (ωB97M-V/def2-TZVPD) results for the molecule C4H8O3.

Positions of all 15 atoms, in Å:
O: 2.152 0.313 0.487
C: 1.497 0.267 -0.768
C: 0.074 0.849 -0.710
C: -0.872 -0.208 -0.243
O: -1.211 -1.119 -0.977
C: -1.358 -0.217 1.190
O: -1.942 -1.458 1.421
H: 2.974 -0.164 0.320
H: 1.448 -0.773 -1.106
H: 2.043 0.851 -1.504
H: -0.216 1.117 -1.734
H: 0.044 1.736 -0.066
H: -0.511 -0.008 1.865
H: -2.078 0.617 1.300
H: -2.045 -1.805 0.525

As for the total charge: 0. The value obtained for the HOMO energy is -10.20 eV. The value obtained for the energy relative to the best compared isomer or geometry (same formula, charge and spin) is 141.5 kJ/mol. The orbital gap is 10.9 eV. As for the spin multiplicity: 1. As for the SMILES: O=C(CO)CCO. The largest force on an atom is 0.7 eV Å⁻¹.